{"formula": "C9H14", "method": "the ωB97M-V functional and the def2-TZVPD basis", "elements": ["C", "C", "C", "C", "C", "C", "C", "H", "H", "H", "H", "H", "H", "H", "H", "C", "C", "H", "H", "H", "H", "H", "H"], "positions_angstrom": [[2.0985, -1.6558, 0.5960], [0.8469, -0.8456, 1.0635], [-0.4061, -1.3241, 0.4991], [-1.5039, -0.5301, 0.5096], [-1.4475, 0.7738, 1.0667], [-0.2678, 1.2035, 1.5445], [0.9638, 0.4255, 1.5794], [2.1290, -1.2411, -0.3921], [1.8822, -2.7290, 0.4584], [2.8605, -1.7388, 1.3586], [-0.6030, -2.3878, 0.3132], [-2.3492, -0.8506, -0.1404], [-2.3095, 1.3929, 0.8064], [-0.3921, 2.0801, 2.1968], [1.7975, 0.9477, 2.0675], [-0.6146, 1.3523, -2.1838], [0.0697, 0.3854, -3.1413], [0.0239, 1.9659, -1.5658], [-1.2168, 2.2712, -2.7267], [-1.4695, 0.9458, -1.6282], [-0.3664, -0.6012, -3.1789], [1.1022, 0.3655, -2.8432], [0.0703, 0.9827, -4.1264]], "lowdin_charge": [-0.05, -0.25, -0.07, -0.13, -0.14, -0.11, -0.03, 0.07, 0.07, 0.07, 0.11, 0.12, 0.11, 0.10, 0.11, -0.20, -0.16, 0.05, 0.11, 0.03, 0.06, 0.04, 0.09], "total_energy_ha": -351.2476, "orbital_gap_ev": 10.053, "smiles": "Cc1ccccc1.CC", "e_above_lowest_kcal_mol": 51.8, "multiplicity": 1}



{"formula": "C9H14", "method": "the ωB97M-V functional and the def2-TZVPD basis", "elements": ["C", "C", "C", "C", "C", "C", "C", "C", "C", "H", "H", "H", "H", "H", "H", "H", "H", "H", "H", "H", "H", "H", "H"], "positions_angstrom": [[-2.1182, 1.2002, -1.2798], [-0.8592, 0.8310, -0.4906], [-0.3354, -0.3288, -0.8726], [0.5898, -0.7987, 0.0824], [0.8425, -2.2699, -0.6150], [0.2419, -0.7786, 1.5589], [0.5721, 0.6939, 1.2974], [-0.2844, 1.5244, 0.5905], [1.6297, 0.2416, 0.3244], [-2.9041, 1.7033, -0.5668], [-2.6494, 0.4858, -1.9599], [-1.4018, 2.0468, -1.9032], [-0.5307, -0.9014, -1.9030], [-0.3516, -2.5372, -1.2736], [1.9589, -2.1506, -1.3708], [0.9764, -3.3813, 0.2929], [0.8055, -0.9466, 2.5136], [-0.7355, -1.1285, 1.7812], [1.3100, 1.0897, 2.0328], [0.0774, 2.5575, 0.5089], [-1.0027, 1.8632, 1.2459], [2.5168, 0.1181, 0.7380], [1.6519, 0.8660, -0.7315]], "lowdin_charge": [-0.04, -0.33, -0.12, -0.58, -0.08, -0.04, -0.33, -0.20, -0.07, 0.10, 0.07, 0.15, 0.15, 0.13, 0.14, 0.14, 0.14, 0.10, 0.16, 0.16, 0.11, 0.07, 0.19], "total_energy_ha": -350.9785, "orbital_gap_ev": 9.146, "e_above_lowest_kcal_mol": 220.7, "multiplicity": 1}



{"formula": "C9H14", "method": "the ωB97M-V functional and the def2-TZVPD basis", "elements": ["C", "C", "C", "C", "C", "C", "C", "H", "H", "H", "H", "H", "H", "H", "H", "C", "C", "H", "H", "H", "H", "H", "H"], "positions_angstrom": [[-1.0304, -0.0032, 2.3215], [-0.7520, 0.6439, 1.0098], [-1.7437, 1.1477, 0.2012], [-1.5448, 1.8579, -0.9879], [-0.2172, 2.0298, -1.3874], [0.7919, 1.4068, -0.6611], [0.5881, 0.8478, 0.5950], [-2.0058, 0.1157, 2.7896], [-0.1911, 0.3007, 2.9546], [-0.8456, -1.0768, 2.1861], [-2.7758, 1.1933, 0.5510], [-2.2588, 2.5922, -1.3137], [-0.1403, 2.5020, -2.3565], [1.8138, 1.4817, -0.9941], [1.3448, 0.6035, 1.3356], [0.3979, -2.1631, -1.1009], [1.7773, -1.8755, -0.4974], [-0.1043, -2.8097, -0.3643], [-0.1647, -1.2334, -1.1981], [0.5113, -2.6371, -2.0732], [1.8263, -0.7709, -0.2796], [2.1193, -2.2257, 0.4736], [2.6039, -1.9277, -1.2038]], "lowdin_charge": [-0.05, -0.29, -0.07, -0.09, -0.09, -0.11, -0.08, 0.08, 0.08, 0.08, 0.11, 0.10, 0.10, 0.10, 0.12, -0.14, -0.17, 0.07, 0.05, 0.06, 0.02, 0.06, 0.06], "total_energy_ha": -351.2847, "orbital_gap_ev": 10.021, "smiles": "Cc1ccccc1.CC", "e_above_lowest_kcal_mol": 28.5, "multiplicity": 1}



{"formula": "C9H14", "method": "the ωB97M-V functional and the def2-TZVPD basis", "elements": ["C", "C", "C", "C", "C", "C", "C", "H", "H", "H", "H", "H", "H", "H", "H", "C", "C", "H", "H", "H", "H", "H", "H"], "positions_angstrom": [[0.3074, -3.6642, 0.4084], [-0.3005, -2.2786, 0.2416], [-1.5425, -1.9499, 0.7766], [-1.9350, -0.6067, 0.7543], [-1.2285, 0.4082, 0.1625], [-0.0143, 0.0506, -0.4629], [0.4056, -1.2557, -0.3906], [-0.5047, -4.3807, 0.3316], [0.7247, -3.6732, 1.4199], [1.1478, -3.8890, -0.2377], [-2.2597, -2.6763, 1.1299], [-2.8797, -0.4157, 1.2567], [-1.5120, 1.4457, 0.2634], [0.6106, 0.7369, -1.0127], [1.3897, -1.4263, -0.8152], [0.9553, 4.1819, -0.7377], [2.3582, 3.5743, -0.5403], [0.9486, 5.2653, -0.8335], [0.3932, 3.7446, -1.5615], [0.3627, 3.9537, 0.1485], [2.3150, 3.1005, 0.4400], [3.1388, 4.3258, -0.4592], [2.6733, 2.9123, -1.3435]], "lowdin_charge": [-0.05, -0.27, -0.05, -0.11, -0.09, -0.08, -0.07, 0.07, 0.08, 0.07, 0.11, 0.10, 0.09, 0.09, 0.11, -0.17, -0.17, 0.06, 0.06, 0.05, 0.06, 0.05, 0.06], "total_energy_ha": -351.3112, "orbital_gap_ev": 10.050, "smiles": "Cc1ccccc1.CC", "e_above_lowest_kcal_mol": 11.9, "multiplicity": 1}



{"formula": "C9H14", "method": "the ωB97M-V functional and the def2-TZVPD basis", "elements": ["C", "C", "C", "C", "C", "C", "C", "H", "H", "H", "H", "H", "H", "H", "H", "C", "C", "H", "H", "H", "H", "H", "H"], "positions_angstrom": [[0.7388, 2.3950, -0.3319], [1.1002, 0.8577, -0.3156], [0.6050, -0.0649, 0.6428], [0.5954, -1.4056, 0.3368], [0.9632, -1.7741, -1.0275], [1.6808, -0.9135, -1.8345], [1.8382, 0.4421, -1.4611], [-0.1856, 2.5582, 0.3775], [0.3976, 2.6318, -1.3009], [1.4315, 2.9968, 0.1514], [-0.0519, 0.2420, 1.4391], [0.1189, -2.1122, 1.0995], [0.8336, -2.8419, -1.2336], [2.0103, -1.4057, -2.7056], [2.3860, 0.9565, -2.2332], [-3.3678, -0.4911, 1.8988], [-2.4166, 0.4920, 1.3119], [-4.3761, -0.1414, 1.6695], [-3.3335, -1.4444, 1.3073], [-3.1305, -0.8341, 2.9531], [-2.3269, 0.2539, 0.2361], [-1.3757, 0.4582, 1.4419], [-2.8206, 1.4571, 1.4802]], "lowdin_charge": [-0.03, -0.22, -0.10, -0.07, -0.09, -0.10, -0.04, 0.10, 0.05, 0.04, 0.06, 0.13, 0.09, 0.08, 0.10, -0.17, -0.19, 0.06, 0.07, 0.09, 0.09, -0.02, 0.06], "total_energy_ha": -351.2400, "orbital_gap_ev": 9.806, "smiles": "Cc1ccccc1.CC", "e_above_lowest_kcal_mol": 56.6, "multiplicity": 1}



{"formula": "C9H14", "method": "the ωB97M-V functional and the def2-TZVPD basis", "elements": ["C", "C", "C", "C", "C", "C", "C", "H", "H", "H", "H", "H", "H", "H", "H", "C", "C", "H", "H", "H", "H", "H", "H"], "positions_angstrom": [[1.9332, 1.7355, 2.9852], [1.2593, 1.4187, 1.7420], [1.6903, 0.3624, 0.9009], [1.0613, 0.0306, -0.2931], [0.1645, 1.0524, -0.7284], [-0.4727, 1.8988, 0.1602], [0.0384, 2.0078, 1.4241], [2.8059, 2.2381, 2.6910], [2.1771, 0.9223, 3.5973], [1.2936, 2.3661, 3.5853], [2.4177, -0.3123, 1.2583], [1.0636, -0.9503, -0.8521], [-0.1927, 1.0839, -1.8068], [-1.5101, 2.3075, -0.2614], [-0.3732, 2.7005, 2.1482], [-1.9120, -2.0292, -2.7554], [-1.3388, -2.7540, -1.4437], [-1.3229, -2.0927, -3.6697], [-2.8917, -2.4431, -2.9836], [-2.1482, -0.9774, -2.3302], [-2.1441, -3.3769, -0.8147], [-1.1575, -1.8192, -0.8797], [-0.4409, -3.3697, -1.6738]], "lowdin_charge": [-0.05, -0.29, -0.05, -0.08, -0.13, -0.12, -0.08, 0.08, 0.07, 0.08, 0.09, 0.11, 0.11, 0.15, 0.11, -0.17, -0.17, 0.05, 0.04, 0.07, 0.10, 0.02, 0.06], "total_energy_ha": -351.2522, "orbital_gap_ev": 9.668, "smiles": "Cc1ccccc1.CC", "e_above_lowest_kcal_mol": 49.0, "multiplicity": 1}



{"formula": "C9H14", "method": "the ωB97M-V functional and the def2-TZVPD basis", "elements": ["C", "C", "C", "C", "C", "C", "C", "H", "H", "H", "H", "H", "H", "H", "H", "C", "C", "H", "H", "H", "H", "H", "H"], "positions_angstrom": [[0.5363, 1.7470, -0.5984], [0.7160, 0.2722, -0.6569], [-0.4574, -0.5125, -0.5565], [-0.3972, -1.8735, -0.7883], [0.8540, -2.4753, -0.9291], [2.0069, -1.7206, -0.9698], [1.9391, -0.3236, -0.8583], [0.0730, 2.1816, -1.4916], [1.4949, 2.2785, -0.4853], [0.0589, 2.3204, 0.1990], [-1.4451, -0.0591, -0.4158], [-1.2687, -2.4867, -0.9675], [0.9797, -3.5195, -1.2619], [2.9816, -2.2022, -1.0158], [2.7590, 0.3812, -0.9522], [-2.7643, 1.8468, 1.9575], [-1.2961, 1.5167, 2.3434], [-3.0581, 2.9011, 2.0174], [-3.0957, 1.6915, 0.8979], [-3.4979, 1.1941, 2.4346], [-0.7561, 1.1709, 1.4603], [-1.5830, 0.7165, 3.0412], [-0.7511, 2.3705, 2.7055]], "lowdin_charge": [-0.07, -0.29, -0.05, -0.09, -0.11, -0.09, -0.05, 0.09, 0.08, 0.06, 0.11, 0.10, 0.11, 0.10, 0.11, -0.18, -0.14, 0.06, 0.06, 0.05, 0.01, 0.07, 0.06], "total_energy_ha": -351.2838, "orbital_gap_ev": 10.091, "smiles": "Cc1ccccc1.CC", "e_above_lowest_kcal_mol": 29.1, "multiplicity": 1}



{"formula": "C9H14", "method": "the ωB97M-V functional and the def2-TZVPD basis", "elements": ["C", "C", "C", "C", "C", "C", "C", "H", "H", "H", "H", "H", "H", "H", "H", "C", "C", "H", "H", "H", "H", "H", "H"], "positions_angstrom": [[-1.3611, -1.7788, -0.2020], [0.1009, -1.3375, -0.1799], [0.6409, -0.9012, -1.3752], [1.9381, -0.4092, -1.3724], [2.7259, -0.4350, -0.2197], [2.1751, -1.0088, 0.9355], [0.8372, -1.3899, 1.0090], [-1.8179, -1.6167, -1.1748], [-1.9371, -1.2954, 0.5864], [-1.4088, -2.8472, 0.0083], [0.1733, -1.0967, -2.3311], [2.4694, 0.0534, -2.1999], [3.7020, 0.0100, -0.2223], [2.8488, -1.2235, 1.7499], [0.3656, -1.7752, 1.8998], [-2.1019, 1.6811, 0.3865], [-0.7959, 2.5775, 0.4072], [-2.6523, 1.6226, 1.3258], [-2.7257, 2.2559, -0.2972], [-1.7401, 0.7161, 0.0847], [-0.0073, 1.9860, 0.8829], [-0.5901, 2.6933, -0.6477], [-0.8387, 3.5192, 0.9461]], "lowdin_charge": [-0.06, -0.29, -0.06, -0.09, -0.09, -0.09, -0.04, 0.08, 0.07, 0.08, 0.11, 0.10, 0.09, 0.09, 0.11, -0.14, -0.15, 0.06, 0.06, 0.01, 0.05, 0.05, 0.05], "total_energy_ha": -351.3048, "orbital_gap_ev": 10.096, "smiles": "Cc1ccccc1.CC", "e_above_lowest_kcal_mol": 15.9, "multiplicity": 1}



{"formula": "C9H14", "method": "the ωB97M-V functional and the def2-TZVPD basis", "elements": ["C", "C", "C", "C", "C", "C", "C", "H", "H", "H", "H", "H", "H", "H", "H", "C", "C", "H", "H", "H", "H", "H", "H"], "positions_angstrom": [[-0.1263, 2.7579, 0.4034], [-0.2681, 1.2954, 1.0626], [0.4641, 0.8957, 2.2016], [0.5623, -0.5290, 2.3817], [-0.1160, -1.4005, 1.7052], [-0.7960, -1.0739, 0.4786], [-0.7666, 0.3189, 0.1898], [0.4206, 2.6050, -0.5900], [0.5114, 3.3626, 1.0314], [-1.2430, 3.0843, 0.2958], [1.2258, 1.5912, 2.4415], [1.3527, -0.7708, 3.1836], [-0.1278, -2.4533, 1.9106], [-1.2284, -1.8584, -0.2889], [-1.0556, 0.7785, -0.8354], [-0.1323, -0.4693, -3.1476], [0.8488, -1.7234, -3.2874], [-1.1183, -0.7332, -2.7099], [0.4320, 0.0956, -2.3202], [-0.1011, 0.0241, -3.9769], [0.6151, -2.2861, -2.4234], [1.8137, -1.6271, -3.4493], [0.4841, -2.2434, -4.1957]], "lowdin_charge": [-0.05, -0.27, -0.03, -0.14, -0.15, -0.05, -0.11, 0.09, 0.05, 0.11, 0.09, 0.13, 0.10, 0.14, 0.11, -0.12, -0.12, 0.07, 0.08, -0.02, 0.04, 0.00, 0.07], "total_energy_ha": -351.2215, "orbital_gap_ev": 10.052, "smiles": "Cc1ccccc1.CC", "e_above_lowest_kcal_mol": 68.2, "multiplicity": 1}



{"formula": "C9H14", "method": "the ωB97M-V functional and the def2-TZVPD basis", "elements": ["C", "C", "C", "C", "C", "C", "C", "H", "H", "H", "H", "H", "H", "H", "H", "C", "C", "H", "H", "H", "H", "H", "H"], "positions_angstrom": [[-2.8497, -0.7506, -1.6571], [-1.3538, -0.6924, -1.3425], [-0.6437, -1.8683, -1.5413], [0.7534, -1.8880, -1.3405], [1.3744, -0.8130, -0.7954], [0.6405, 0.3674, -0.5174], [-0.6967, 0.4299, -0.7954], [-3.4108, -0.3883, -0.7974], [-3.1580, -1.7877, -1.7927], [-3.0240, -0.2733, -2.6202], [-1.1226, -2.8008, -1.7971], [1.2835, -2.7141, -1.8029], [2.4107, -0.8932, -0.4910], [1.2811, 1.2278, -0.3653], [-1.2074, 1.3709, -0.6348], [2.0350, 1.7530, 3.0219], [0.6769, 2.3062, 3.4075], [2.3503, 2.1068, 2.0378], [2.8178, 2.2271, 3.6288], [2.0726, 0.6792, 3.1830], [0.6725, 3.3947, 3.3346], [-0.0375, 1.9627, 2.6528], [0.3649, 2.0753, 4.4235]], "lowdin_charge": [-0.05, -0.27, -0.06, -0.10, -0.10, -0.09, -0.06, 0.08, 0.07, 0.08, 0.10, 0.10, 0.10, 0.10, 0.11, -0.18, -0.18, 0.06, 0.06, 0.06, 0.06, 0.06, 0.06], "total_energy_ha": -351.3048, "orbital_gap_ev": 10.040, "smiles": "Cc1ccccc1.CC", "e_above_lowest_kcal_mol": 16.0, "multiplicity": 1}